[1]
C30H44N5O2S4SiSr | ωB97M-V/def2-TZVPD

The energy above the lowest of the compared OMol25 structures with the same formula, charge and spin is 0.0000 eV. The value obtained for the molecular weight is 750.69 u. For the gap between HOMO and LUMO, the calculation gives 5.64 eV. As for the multiplicity: 1. The value obtained for the calculated total energy is -3506.7360 hartree. The HOMO energy comes out at -8.0 eV. As for the charge: +1.

```
87
Properties=species:S:1:pos:R:3:mulliken_charge:R:1
Sr 1.92 1.03 1.11 1.07
S 1.15 3.95 2.60 0.17
S -1.19 1.78 1.39 0.25
S -1.58 -2.15 1.20 -0.15
S 0.74 0.95 4.11 -0.10
Si 3.35 3.53 -0.01 0.35
O -3.08 -2.37 -1.61 -0.51
O 2.95 -0.59 -0.38 -0.93
N 2.16 -1.66 -2.21 0.32
N -0.71 -4.64 0.92 -0.16
N 0.78 -0.23 -0.90 0.26
N -1.42 0.04 -1.47 -0.17
N -2.56 -4.17 -0.30 -0.10
C -1.59 -3.69 0.57 0.05
C 0.50 2.52 4.97 -0.64
C 2.19 4.67 -1.02 0.52
C 0.36 -4.46 1.89 -1.26
C 1.10 -1.99 -3.00 -0.21
C -0.12 -1.48 -2.76 -1.08
C 0.39 6.25 -2.52 -0.44
C -0.61 4.35 2.47 -1.09
C -5.95 -4.67 -3.64 -0.60
C 2.23 -4.87 0.22 -1.34
C -3.33 -3.49 -1.23 0.11
C -0.95 0.37 3.81 0.08
C 1.98 -0.81 -1.14 0.38
C 1.08 5.21 -3.12 -0.72
C -0.25 -0.54 -1.68 0.19
C 1.97 4.44 -2.38 -0.22
C 4.59 2.89 -1.31 -1.18
C 1.49 5.73 -0.44 -0.25
C 0.60 6.51 -1.17 -0.72
C -6.56 -5.70 -2.94 -0.40
C 1.34 3.64 4.37 -1.07
C -1.86 1.30 3.00 -1.14
C 1.64 -3.93 1.26 0.63
C -6.13 -6.02 -1.66 -0.76
C -5.08 -5.32 -1.08 -0.22
C -4.46 -4.29 -1.79 0.42
C -4.90 -3.97 -3.07 -0.40
C 4.38 4.73 1.06 -1.25
C 3.51 -2.17 -2.48 -1.02
C -1.34 3.58 1.37 -1.00
H -0.82 -0.58 3.29 -0.44
H -1.56 0.56 -0.60 0.01
H 2.36 -3.76 2.06 0.38
H 1.58 -4.96 -0.66 0.30
H 4.12 -1.39 -2.93 0.32
H 3.97 -2.49 -1.56 0.30
H -2.08 2.21 3.56 0.54
H -2.40 3.84 1.38 0.56
H -1.09 4.19 3.43 0.51
H -0.56 2.76 4.97 0.31
H -4.80 -5.55 -0.07 0.45
H -2.72 -5.17 -0.28 0.36
H 1.31 -2.67 -3.81 0.43
H 2.37 -5.87 0.62 0.39
H 2.40 3.40 4.48 0.37
H 0.09 7.34 -0.69 0.40
H -2.81 0.79 2.83 0.56
H 1.18 4.56 4.94 0.41
H -1.43 0.14 4.76 0.54
H 3.42 -3.01 -3.17 0.33
H 0.52 -5.43 2.37 0.47
H 3.20 -4.52 -0.13 0.34
H 4.97 5.41 0.43 0.35
H 1.65 5.98 0.61 0.41
H 0.80 2.40 6.01 0.53
H 4.14 2.18 -2.01 0.19
H -6.29 -4.42 -4.64 0.40
H -4.43 -3.15 -3.60 0.40
H 0.94 5.00 -4.17 0.39
H -6.63 -6.80 -1.10 0.41
H -2.24 -0.43 -1.82 0.32
H -0.97 -1.72 -3.38 0.51
H -0.01 -3.77 2.65 0.39
H 5.07 4.19 1.71 0.34
H -0.71 -5.50 0.39 0.30
H 2.50 3.64 -2.88 0.27
H -0.71 5.41 2.25 0.59
H 5.40 2.35 -0.81 0.36
H 5.04 3.69 -1.90 0.35
H 3.74 5.35 1.69 0.32
H 1.42 -2.96 0.82 -0.35
H -0.30 6.86 -3.09 0.40
H -0.96 3.87 0.39 0.23
H -7.38 -6.24 -3.39 0.39
```



[2]
C27H33F3O3 | ωB97M-V/def2-TZVPD

The energy above the lowest of the compared OMol25 structures with the same formula, charge and spin is 1.1964 eV. Its structure (SMILES) is Fc1ccccc1.Fc1ccccc1.Fc1ccccc1.CC(C)=O.CC(C)=O.CC(C)=O. The value obtained for the molecular weight is 462.55 u. For the gap between HOMO and LUMO, the calculation gives 9.75 eV. As for the multiplicity: 1. The value obtained for the calculated total energy is -1573.8720 hartree. The HOMO energy comes out at -9.2 eV. As for the charge: 0.

```
66
Properties=species:S:1:pos:R:3:mulliken_charge:R:1
F -0.86 -1.44 2.59 -0.29
F 0.79 -3.88 11.39 -0.30
F 5.32 5.16 -3.90 -0.31
O -6.30 -0.10 6.81 -0.54
O 2.51 -3.09 -9.33 -0.56
O -3.52 5.58 -2.18 -0.52
C -0.19 -1.81 1.48 0.32
C -0.70 -5.75 11.48 -0.33
C -5.48 1.77 5.58 -1.00
C 1.04 -3.41 0.14 -0.31
C 0.11 -0.82 0.56 -0.29
C 4.21 -3.62 -10.89 -0.99
C 6.46 4.21 -5.71 -0.34
C -0.22 -4.60 10.86 0.20
C 4.07 3.03 -6.58 -0.36
C 4.12 3.77 -5.44 -0.38
C 1.33 -2.44 -0.79 -0.43
C -5.63 0.88 6.78 0.76
C -5.01 1.34 8.05 -1.03
C -5.40 6.86 -1.67 -0.97
C 6.44 3.43 -6.84 -0.38
C -1.65 -6.50 10.89 -0.35
C -4.30 6.39 -2.58 0.73
C -3.94 7.15 -3.83 -1.02
C 5.24 2.88 -7.29 -0.42
C 5.29 4.35 -5.01 0.34
C 0.34 -3.11 1.27 -0.34
C 3.68 -3.52 -9.45 0.77
C 0.94 -1.10 -0.55 -0.44
C -1.63 -5.07 8.97 -0.42
C 4.60 -3.82 -8.29 -0.99
C -0.71 -4.27 9.64 -0.24
C -2.15 -6.18 9.61 -0.40
H -0.31 0.13 0.86 0.38
H 4.28 -4.65 -11.24 0.28
H 5.16 2.14 -8.08 0.34
H 3.20 3.87 -4.87 0.38
H -6.37 2.39 5.48 0.27
H -1.89 -4.85 7.94 0.37
H -6.16 7.33 -2.30 0.32
H 5.03 -4.80 -8.51 0.31
H 1.20 -0.27 -1.20 0.36
H -3.99 1.72 7.96 0.33
H -4.85 7.27 -4.41 0.32
H 7.34 4.72 -5.34 0.41
H -4.54 2.32 5.69 0.30
H 5.19 -3.14 -10.94 0.31
H -5.01 0.57 8.81 0.33
H -3.54 8.13 -3.58 0.27
H 7.39 3.18 -7.28 0.34
H -5.49 1.18 4.67 0.32
H -2.03 -7.36 11.43 0.35
H -0.35 -3.35 9.19 0.38
H 1.46 -4.38 -0.07 0.34
H -2.91 -6.79 9.14 0.37
H 4.06 -3.90 -7.34 0.29
H 3.61 -3.05 -11.60 0.31
H -3.18 6.65 -4.43 0.30
H -5.67 2.07 8.51 0.27
H -0.34 -6.02 12.47 0.38
H -5.83 6.05 -1.08 0.30
H 2.03 -2.71 -1.57 0.34
H -5.00 7.68 -1.07 0.26
H 0.18 -3.86 2.03 0.36
H 3.16 2.53 -6.88 0.38
H 5.38 -3.07 -8.17 0.28
```



[3]
C42H38N4O4PdS2Sb2 | ωB97M-V/def2-TZVPD

The energy above the lowest of the compared OMol25 structures with the same formula, charge and spin is 0.0000 eV. The value obtained for the molecular weight is 1076.86 u. For the gap between HOMO and LUMO (spin up / spin down), the calculation gives 6.41 / 5.57 eV. As for the expectation value of S²: 6.054. As for the multiplicity: 5. The value obtained for the calculated total energy is -3547.2960 hartree. The HOMO energy (spin up / spin down) comes out at -12.8 / -13.9 eV. As for the charge: +2.

```
93
Properties=species:S:1:pos:R:3:mulliken_charge:R:1
Sb 0.35 -2.31 -0.16 1.61
Sb 2.17 1.13 -0.29 0.92
Pd -0.39 1.27 0.49 0.33
S 0.21 1.63 2.83 -0.01
S 0.85 4.34 3.96 0.16
O -7.10 -4.65 -0.69 -0.60
O -1.45 -0.72 -0.39 0.30
O -8.18 -3.22 0.49 -0.60
O -2.59 0.79 0.74 -0.93
N -1.11 2.06 -1.65 0.58
N 0.09 4.08 1.59 -1.16
N -0.29 3.40 0.54 0.97
N -7.20 -3.61 -0.08 1.03
C 1.11 3.20 5.31 -0.84
C -0.53 4.09 -0.55 -1.03
C -5.99 -2.74 -0.04 -0.04
C 1.65 0.78 -3.26 -0.19
C 1.89 0.87 -4.62 -0.67
C 2.96 1.62 -5.09 -0.66
C 2.48 1.43 -2.35 0.63
C -1.97 2.09 -3.88 -1.03
C -0.79 -4.58 -1.78 -0.60
C -4.86 -3.16 -0.70 -0.92
C -1.80 3.45 -3.97 -0.58
C -3.77 -1.16 0.06 0.05
C -1.20 -4.83 0.60 -0.08
C -3.73 -2.36 -0.65 -0.08
C 1.23 -1.66 4.07 -0.80
C -1.49 -5.76 -2.02 -0.68
C 3.72 2.58 1.89 -0.73
C 3.62 -0.44 -0.02 -1.31
C 0.37 3.30 2.70 0.15
C 3.57 2.17 -2.82 -0.70
C -2.56 -0.31 0.16 0.46
C -0.02 -1.63 4.67 -0.79
C -2.05 -6.46 -0.95 -0.58
C -4.93 -0.76 0.71 -0.40
C -1.29 4.13 -2.87 -0.92
C 0.20 -1.97 1.91 1.15
C -6.06 -1.56 0.66 -0.73
C 1.34 -1.83 2.69 -0.72
C 4.19 4.93 2.01 -0.63
C 3.44 -1.68 -0.90 -0.48
C 3.80 2.27 -4.19 -0.69
C 4.26 3.66 2.57 -0.75
C -1.90 -6.00 0.35 -0.84
C -0.97 3.41 -1.73 0.95
C 2.49 -2.76 -0.40 -1.37
C -1.16 -1.77 3.89 -0.94
C 3.06 4.04 0.08 -0.26
C 3.60 5.12 0.77 -0.82
C -0.65 -4.12 -0.47 0.43
C -1.61 1.43 -2.69 -0.44
C 3.12 2.76 0.64 0.77
C -1.06 -1.94 2.52 -0.26
H -0.37 -4.04 -2.61 0.40
H 4.65 2.84 -4.55 0.46
H -1.16 5.21 -2.89 0.53
H 1.45 3.80 6.15 0.43
H -2.59 -7.38 -1.14 0.44
H -1.96 -2.09 1.94 0.39
H 2.62 4.20 -0.89 0.53
H 1.24 0.36 -5.32 0.47
H -1.60 -6.13 -3.03 0.44
H 4.54 0.07 -0.31 0.62
H 4.74 3.51 3.52 0.50
H -0.41 5.17 -0.51 0.41
H 3.78 1.59 2.33 0.35
H 2.76 -3.14 0.59 0.60
H -6.98 -1.28 1.16 0.53
H -2.14 -1.76 4.36 0.49
H 4.24 2.67 -2.13 0.46
H 4.42 -2.16 -0.98 0.52
H 2.33 -1.87 2.25 -0.01
H -2.33 -6.56 1.17 0.45
H -2.83 -2.66 -1.16 0.64
H 0.18 2.70 5.57 0.33
H 1.87 2.47 5.04 0.25
H 3.56 6.11 0.33 0.45
H 3.18 -1.38 -1.91 0.18
H 3.15 1.69 -6.15 0.42
H 2.13 -1.57 4.67 0.50
H -2.38 1.52 -4.70 0.49
H -0.10 -1.51 5.74 0.45
H 0.81 0.19 -2.90 0.18
H -2.06 3.98 -4.88 0.49
H 2.46 -3.61 -1.09 0.70
H -4.86 -4.10 -1.24 0.55
H -1.73 0.36 -2.59 0.56
H 3.72 -0.69 1.04 0.79
H -4.94 0.18 1.26 0.55
H 4.62 5.78 2.54 0.43
H -1.09 -4.47 1.61 0.44
```



[4]
C6H11N2O | ωB97M-V/def2-TZVPD

The energy above the lowest of the compared OMol25 structures with the same formula, charge and spin is 2.2745 eV. The value obtained for the molecular weight is 127.17 u. For the gap between HOMO and LUMO, the calculation gives 10.00 eV. As for the multiplicity: 1. The value obtained for the calculated total energy is -419.6733 hartree. The HOMO energy comes out at -13.0 eV. As for the charge: +1.

```
20
Properties=species:S:1:pos:R:3:mulliken_charge:R:1
O -1.13 1.52 0.05 -0.37
N -0.45 -0.35 -0.87 -0.06
N -2.75 0.16 -0.81 -0.38
C 0.93 -0.93 1.49 -0.15
C 0.76 0.17 -0.30 0.66
C -0.16 -1.39 2.05 -0.64
C 0.31 1.56 0.13 -0.47
C 2.01 0.01 -1.10 -1.60
C -1.48 0.42 -0.56 0.57
H 2.24 -1.04 -1.26 0.41
H 2.84 0.48 -0.59 0.38
H 0.58 1.83 1.15 0.29
H -3.05 -0.69 -1.26 0.21
H 1.96 -0.99 1.76 0.39
H 1.90 0.49 -2.08 0.44
H 0.67 2.34 -0.55 0.35
H -1.15 -1.25 1.65 0.17
H -3.45 0.84 -0.54 0.26
H -0.10 -1.95 2.97 0.30
H -0.49 -1.25 -1.32 0.23
```



[5]
C4H10N3S | ωB97M-V/def2-TZVPD

The energy above the lowest of the compared OMol25 structures with the same formula, charge and spin is 1.7260 eV. The value obtained for the molecular weight is 132.21 u. For the gap between HOMO and LUMO, the calculation gives 10.31 eV. As for the multiplicity: 1. The value obtained for the calculated total energy is -720.5670 hartree. The HOMO energy comes out at -13.8 eV. As for the charge: +1.

```
18
Properties=species:S:1:pos:R:3:mulliken_charge:R:1
S 1.79 -0.95 0.54 -0.13
N -0.27 -2.30 -0.25 -0.37
N 3.21 1.03 -0.30 -0.55
N -0.66 -0.07 0.35 0.03
C -0.34 1.21 0.90 -0.98
C 2.03 0.54 -0.47 -0.16
C -2.02 -0.12 -0.19 -1.21
C 0.09 -1.09 0.17 0.80
H 0.41 -3.02 -0.24 0.23
H -2.00 -0.03 -1.34 0.35
H -2.48 0.82 0.32 0.42
H 3.52 1.81 -0.90 0.27
H -0.84 2.00 0.24 0.44
H -2.52 -1.06 0.06 0.44
H -0.78 1.23 1.98 0.35
H 0.78 1.56 0.99 0.37
H -1.10 -2.35 -0.76 0.19
H 1.18 0.78 -1.12 0.51
```



[6]
C26H38N2NdO5SSi | ωB97M-V/def2-TZVPD

The value obtained for the molecular weight is 662.99 u. For the gap between HOMO and LUMO (spin up / spin down), the calculation gives 5.73 / 6.28 eV. As for the expectation value of S²: 3.829. As for the multiplicity: 4. The value obtained for the calculated total energy is -2748.3836 hartree. The HOMO energy (spin up / spin down) comes out at -4.0 / -4.5 eV. As for the charge: -1.

```
74
Properties=species:S:1:pos:R:3:mulliken_charge:R:1
Nd 0.00 0.00 0.00 0.67
S 0.00 0.00 2.74 -0.14
Si 0.01 0.01 4.89 -1.53
O 2.04 -0.19 0.00 -0.54
O -0.41 1.46 5.42 -0.54
O -2.19 -0.24 0.00 -0.78
O -1.06 -1.06 5.41 0.39
O 1.45 -0.37 5.45 0.57
N 1.42 2.09 -0.35 -0.63
N 0.05 1.99 0.00 0.35
C 3.69 1.30 -0.43 0.25
C -2.52 1.99 6.17 -1.31
C -1.03 -3.20 4.55 -1.31
C 2.72 -0.32 5.34 1.83
C -0.63 3.64 6.06 -1.65
C -0.48 -2.67 6.96 -1.40
C -1.33 -2.26 5.74 1.71
C -0.73 2.00 -1.03 -0.59
C 4.14 2.64 -0.39 -0.31
C 6.44 1.95 -0.66 -0.29
C -4.92 2.14 -0.41 -0.46
C -0.52 1.75 7.70 -1.24
C -2.89 3.15 -1.18 -0.67
C -2.19 1.98 -0.84 0.56
C 3.34 -0.69 6.70 -1.61
C -2.81 0.83 -0.30 0.58
C 6.03 0.62 -0.71 -0.65
C -1.00 2.17 6.30 1.74
C 2.19 1.03 -0.25 0.48
C 3.19 -1.31 4.27 -1.33
C -4.20 0.97 -0.10 -0.63
C 5.49 2.96 -0.51 -0.66
C 4.67 0.30 -0.60 -0.18
C -4.26 3.23 -0.96 -0.53
C -2.82 -2.35 6.10 -1.72
C 3.16 1.11 4.97 -1.42
H -0.72 -3.71 7.27 0.47
H -4.74 0.13 0.33 0.40
H 5.80 4.00 -0.46 0.36
H 6.75 -0.18 -0.82 0.38
H 7.49 2.20 -0.74 0.37
H 0.58 1.87 7.80 0.23
H -3.44 -2.04 5.23 0.35
H -3.05 2.61 6.92 0.44
H 2.99 0.01 7.49 0.32
H 0.04 -3.15 4.27 0.18
H -4.80 4.14 -1.19 0.35
H -0.35 2.07 -2.06 0.42
H -3.09 -3.38 6.39 0.42
H 3.41 3.43 -0.25 0.39
H -1.02 2.37 8.48 0.47
H 4.36 -0.74 -0.63 0.44
H 4.27 1.18 4.89 0.47
H -1.27 -4.26 4.82 0.43
H 4.45 -0.66 6.66 0.39
H 2.88 -2.35 4.54 0.27
H -0.96 3.96 5.04 0.34
H -1.13 4.30 6.80 0.38
H 0.47 3.79 6.13 0.33
H 2.76 -1.06 3.28 0.13
H -2.86 2.28 5.16 0.32
H 0.00 -2.15 0.00 -0.27
H -0.68 -1.99 7.81 0.29
H -1.64 -2.91 3.67 0.31
H 4.30 -1.30 4.18 0.46
H -5.98 2.18 -0.22 0.36
H -0.77 0.69 7.90 0.11
H 2.82 1.84 5.74 0.25
H -2.34 4.00 -1.57 0.39
H -2.80 0.93 6.34 0.07
H 0.60 -2.62 6.71 0.12
H -3.05 -1.67 6.95 0.33
H 3.03 -1.72 7.00 0.32
H 2.72 1.41 3.99 0.20
```



[7]
C30H36As2N2O2STl | ωB97M-V/def2-TZVPD

The energy above the lowest of the compared OMol25 structures with the same formula, charge and spin is 0.0533 eV. The value obtained for the molecular weight is 842.92 u. For the gap between HOMO and LUMO, the calculation gives 8.40 eV. As for the multiplicity: 1. The value obtained for the calculated total energy is -6466.8103 hartree. The HOMO energy comes out at -10.8 eV. As for the charge: +1.

```
74
Properties=species:S:1:pos:R:3:mulliken_charge:R:1
Tl 0.12 -1.15 -1.31 0.81
As 3.27 -0.98 -0.42 0.68
As 1.03 -1.40 1.95 0.68
S -3.06 0.21 0.56 0.46
O 0.42 6.31 -2.01 -0.60
O -1.67 -0.35 0.37 -0.65
N 0.63 1.45 -1.17 0.72
N 0.95 6.33 0.19 -0.35
C 2.91 -1.85 2.31 0.16
C -3.95 -4.76 -0.87 -0.45
C -1.89 1.38 -4.05 -0.71
C 5.17 -2.10 1.50 -0.45
C 0.14 -2.49 3.31 -1.38
C 1.13 3.57 -2.14 -0.37
C 5.56 -2.60 2.73 -0.73
C -5.09 -3.97 -0.86 -0.61
C 0.94 0.33 2.87 -1.04
C -2.85 -3.20 0.60 0.31
C -2.54 0.55 -3.14 -0.45
C 4.64 -2.70 3.76 -0.80
C -5.11 -2.79 -0.13 -0.21
C -1.83 2.74 -3.83 -0.52
C 3.32 -2.33 3.55 -0.58
C -3.99 -2.40 0.60 -0.13
C -4.00 -1.10 1.36 -1.11
C 3.81 0.88 -0.17 -0.99
C -2.83 -4.37 -0.14 -0.89
C 0.23 2.06 -0.06 0.12
C -3.87 0.19 -1.05 -1.04
C -2.42 3.29 -2.70 -0.63
C 0.69 5.72 -0.99 0.12
C -3.14 1.09 -2.01 0.38
C 0.27 3.44 0.08 -1.34
C -3.08 2.47 -1.79 -0.33
C 0.72 4.21 -0.98 0.76
C 4.70 -1.54 -1.63 -1.34
C 1.08 2.19 -2.18 -1.25
C 3.85 -1.72 1.28 0.18
H -1.99 -2.90 1.17 0.48
H -1.45 0.95 -4.94 0.47
H 1.46 4.14 -2.99 0.58
H -1.94 -4.99 -0.13 0.43
H 1.35 0.25 3.88 0.55
H -4.89 0.54 -0.86 0.60
H 2.61 -2.43 4.36 0.23
H 4.83 0.93 0.22 0.55
H 0.98 7.34 0.20 0.26
H 6.59 -2.89 2.89 0.40
H -0.09 0.65 2.92 0.38
H 4.79 -2.63 -1.60 0.41
H 1.40 1.65 -3.07 0.42
H -0.92 -2.27 3.26 0.27
H -5.96 -4.28 -1.41 0.41
H -5.01 -0.71 1.52 0.58
H -0.09 3.90 1.00 0.46
H -6.00 -2.18 -0.12 0.38
H -3.93 -5.68 -1.44 0.41
H -1.33 3.39 -4.54 0.47
H 3.13 1.38 0.52 0.12
H -3.52 -1.19 2.34 0.45
H 5.65 -1.08 -1.38 0.39
H 0.50 -2.28 4.31 0.47
H -0.15 1.43 0.73 0.38
H 4.41 -1.25 -2.64 0.37
H 1.52 1.06 2.31 0.14
H 1.35 5.83 0.96 0.19
H 0.29 -3.54 3.07 0.44
H -2.39 4.36 -2.53 0.47
H 4.94 -3.09 4.73 0.41
H -3.91 -0.84 -1.41 0.43
H 5.91 -2.01 0.71 0.29
H -2.62 -0.51 -3.33 0.54
H 3.77 1.39 -1.13 0.37
H -3.56 2.90 -0.93 0.40
```